[1]
ORCA calculation (ωB97M-V/def2-TZVPD) on a single C4H7ClO molecule.

Relative energy (zero: lowest compared OMol25 entry of this formula, charge and spin) in kJ/mol: 310.9
Charge: 0
LUMO level in eV: 0.343
Kohn-Sham gap in eV: 9.88
Spin multiplicity: 1
SMILES: CC(C)=COCl

XYZ file:
```
13
Properties=species:S:1:pos:R:3:lowdin_charge:R:1
C 1.003 0.563 0.375 -0.160
C -0.118 0.191 -0.078 -0.327
C -1.405 0.588 0.667 -0.044
C -0.281 -1.006 -1.074 -0.010
O 2.217 0.259 -0.498 -0.609
Cl 3.576 -0.106 0.482 0.595
H 1.244 1.308 1.140 0.116
H -1.106 1.141 1.545 0.068
H -2.106 1.100 0.014 0.082
H -1.791 -0.326 1.095 0.073
H -0.892 -1.747 -0.485 0.096
H -1.008 -0.659 -1.810 0.080
H 0.665 -1.305 -1.373 0.041
```



[2]
ORCA calculation (ωB97M-V/def2-TZVPD) on a single C4H5Br molecule.

Relative energy (zero: lowest compared OMol25 entry of this formula, charge and spin) in kJ/mol: 89.6
Charge: 0
LUMO level (spin up / spin down) in eV: 0.865 / -2.704
Kohn-Sham gap (spin up / spin down) in eV: 6.55 / 7.12
Spin multiplicity: 3

XYZ file:
```
10
Properties=species:S:1:pos:R:3:lowdin_charge:R:1
C -0.012 -1.785 0.029 -0.041
C 0.652 1.808 0.040 -0.062
C -0.197 -0.492 -0.110 -0.237
C 0.859 0.508 0.059 -0.751
Br 2.620 -0.113 -0.006 0.814
H -0.810 -2.531 0.316 0.090
H 1.010 -1.925 0.283 -0.022
H 1.402 2.554 0.024 0.041
H -0.238 2.376 -0.036 0.060
H -1.154 -0.065 -0.398 0.108
```



[3]
ORCA calculation (ωB97M-V/def2-TZVPD) on 8 unconnected molecules or ions with the total composition C27H38F7NO22Si.

Charge: 0
LUMO level in eV: 0.185
Kohn-Sham gap in eV: 8.93
Spin multiplicity: 1
SMILES: COC[C@H](N)[Si](C)(C)C.O=C1OC[C@@H](F)O1.O=C1OC[C@@H](F)O1.O=C1OC[C@@H](F)O1.O=C1OC[C@@H](F)O1.O=C1OC[C@@H](F)O1.O=C1OC[C@@H](F)O1.O=C1OC[C@@H](F)O1

XYZ file:
```
96
Properties=species:S:1:pos:R:3:lowdin_charge:R:1
C 6.058 -1.421 0.211 -0.085
O 5.671 -2.684 -0.278 -0.203
C 4.532 -3.264 0.308 -0.220
C 3.273 -3.208 -0.602 -0.388
N 3.659 -2.892 -1.999 0.026
Si 1.872 -2.123 0.056 0.532
C 2.275 -0.304 -0.073 -0.154
C 0.311 -2.454 -0.942 -0.182
C 1.487 -2.565 1.845 -0.172
H 5.219 -0.885 0.653 0.069
H 6.438 -0.836 -0.617 0.086
H 6.840 -1.522 0.961 0.089
H 4.339 -2.805 1.279 0.104
H 4.778 -4.306 0.497 0.111
H 2.881 -4.226 -0.631 0.103
H 3.876 -1.905 -2.096 0.069
H 2.854 -3.066 -2.588 0.065
H 3.303 -0.137 0.228 0.005
H 1.640 0.268 0.596 0.028
H 2.176 0.082 -1.082 0.040
H 0.488 -2.264 -2.002 0.032
H -0.493 -1.816 -0.587 0.029
H -0.017 -3.487 -0.846 0.026
H 0.518 -2.153 2.114 0.028
H 1.467 -3.646 1.968 0.033
H 2.241 -2.171 2.522 0.026
C 5.855 -5.292 -2.384 -0.053
C 5.756 -6.596 -1.625 -0.316
O 6.146 -7.551 -2.590 0.128
C 6.951 -6.927 -3.500 -0.557
O 7.612 -7.488 -4.303 0.181
O 6.887 -5.590 -3.335 0.079
F 4.487 -6.864 -1.215 0.061
H 4.925 -5.073 -2.905 0.131
H 6.128 -4.437 -1.772 0.118
H 6.418 -6.677 -0.761 0.171
C 4.390 3.388 0.476 -0.036
C 5.549 3.959 -0.315 -0.302
O 5.990 2.840 -1.066 0.136
C 4.941 1.989 -1.213 -0.561
O 4.917 1.069 -1.960 0.167
O 3.933 2.342 -0.390 0.055
F 6.559 4.387 0.478 0.076
H 4.744 2.954 1.412 0.149
H 3.586 4.093 0.668 0.118
H 5.280 4.763 -1.002 0.175
C -0.722 3.496 1.368 -0.051
C 0.591 3.674 2.092 -0.297
O 1.432 4.210 1.076 0.095
C 0.636 4.832 0.162 -0.553
O 1.038 5.546 -0.696 0.176
O -0.656 4.527 0.375 0.093
F 1.113 2.497 2.523 0.072
H -0.767 2.527 0.867 0.146
H -1.582 3.631 2.011 0.102
H 0.532 4.376 2.919 0.145
C -5.964 2.834 0.482 -0.045
C -4.776 1.950 0.795 -0.303
O -3.796 2.899 1.185 0.112
C -4.440 3.996 1.676 -0.543
O -3.915 4.850 2.306 0.187
O -5.747 3.949 1.359 0.086
F -4.320 1.279 -0.289 0.076
H -5.918 3.177 -0.554 0.150
H -6.922 2.371 0.688 0.120
H -4.937 1.239 1.606 0.177
C -8.385 -0.107 -3.267 -0.036
C -7.102 -0.906 -3.138 -0.311
O -6.589 -0.449 -1.893 0.129
C -7.622 0.000 -1.145 -0.551
O -7.552 0.263 0.010 0.163
O -8.737 0.113 -1.895 0.081
F -6.210 -0.632 -4.106 0.092
H -8.190 0.851 -3.751 0.146
H -9.184 -0.632 -3.780 0.142
H -7.242 -1.987 -3.085 0.174
C -3.440 6.665 5.933 -0.040
C -3.259 5.381 6.720 -0.310
O -2.641 4.531 5.771 0.142
C -2.000 5.305 4.860 -0.544
O -1.235 4.899 4.053 0.167
O -2.358 6.595 5.000 0.086
F -4.435 4.838 7.108 0.080
H -4.387 6.649 5.390 0.147
H -3.362 7.567 6.531 0.140
H -2.610 5.468 7.593 0.173
C -3.068 -2.717 -2.212 -0.049
C -2.621 -4.162 -2.309 -0.319
O -3.735 -4.782 -2.924 0.137
C -4.406 -3.841 -3.641 -0.557
O -5.262 -4.070 -4.424 0.181
O -3.950 -2.606 -3.333 0.062
F -2.415 -4.723 -1.095 0.073
H -3.629 -2.544 -1.292 0.148
H -2.258 -2.000 -2.290 0.123
H -1.736 -4.321 -2.927 0.172
```



[4]
ORCA calculation (ωB97M-V/def2-TZVPD) on a single C5H5NO molecule.

Relative energy (zero: lowest compared OMol25 entry of this formula, charge and spin) in kJ/mol: 311.9
Charge: 0
LUMO level in eV: -0.059
Kohn-Sham gap in eV: 9.93
Spin multiplicity: 1
SMILES: C#CC(=O)[C@H]1CN1

XYZ file:
```
12
Properties=species:S:1:pos:R:3:lowdin_charge:R:1
O -1.545 0.140 1.114 0.095
C -0.901 -0.157 0.127 -0.383
C -1.521 -0.643 -1.103 -0.026
C -1.921 -0.905 -2.211 0.156
C 0.604 -0.120 0.106 -0.235
C 1.429 0.961 0.760 -0.119
N 1.218 -0.304 1.421 0.026
H -2.267 -1.089 -3.206 0.040
H 1.030 -0.707 -0.708 0.136
H 0.970 1.841 1.208 0.113
H 2.449 1.133 0.409 0.103
H 0.454 -0.150 2.081 0.091
```



[5]
ORCA calculation (ωB97M-V/def2-TZVPD) on 2 unconnected molecules or ions with the total composition C9H14O.

Relative energy (zero: lowest compared OMol25 entry of this formula, charge and spin) in kJ/mol: 84.4
Charge: 0
LUMO level in eV: 0.903
Kohn-Sham gap in eV: 9.68
Spin multiplicity: 1
SMILES: Cc1ccc(O)cc1.CC

XYZ file:
```
24
Properties=species:S:1:pos:R:3:lowdin_charge:R:1
C 1.294 -2.865 1.634 -0.166
C 2.301 -3.000 0.501 -0.167
H 1.471 -3.493 2.497 0.060
H 1.092 -1.819 1.913 0.043
H 0.270 -2.944 1.240 0.066
H 2.000 -3.749 -0.217 0.051
H 3.269 -3.355 0.854 0.061
H 2.343 -2.105 -0.116 0.056
C 0.251 2.012 -2.844 -0.058
C -1.055 0.444 0.914 -0.324
C -1.889 0.407 -0.201 -0.009
C 0.268 0.839 0.819 -0.034
C -1.369 0.858 -1.403 -0.052
C 0.761 1.263 -0.410 -0.044
C -0.076 1.375 -1.520 -0.280
O -1.535 -0.083 2.119 0.007
H -2.892 0.062 -0.004 0.117
H -1.629 0.629 2.757 0.100
H 0.948 0.818 1.664 0.116
H -1.924 0.667 -2.315 0.114
H 1.829 1.335 -0.598 0.113
H -0.396 2.862 -2.946 0.071
H 0.065 1.318 -3.664 0.080
H 1.240 2.463 -2.978 0.079
```



[6]
ORCA calculation (ωB97M-V/def2-TZVPD) on 2 unconnected molecules or ions with the total composition C6H17N3S.

Relative energy (zero: lowest compared OMol25 entry of this formula, charge and spin) in kJ/mol: 100.4
Charge: +2
LUMO level in eV: -8.217
Kohn-Sham gap in eV: 9.12
Spin multiplicity: 1

XYZ file:
```
27
Properties=species:S:1:pos:R:3:lowdin_charge:R:1
C 4.126 -0.860 -0.091 -0.585
C -1.461 2.219 -1.187 -0.100
C -3.512 0.364 1.267 -0.041
C 2.716 -0.512 -0.612 -0.017
C -2.171 0.925 -0.886 -0.160
C -2.040 0.393 0.681 -0.306
N 4.747 -1.957 -0.369 0.195
N -1.738 -1.948 0.759 0.203
N -1.259 -0.797 0.562 0.112
S 5.083 0.416 0.722 0.949
H -1.692 2.569 -2.224 0.107
H -0.327 2.248 -1.105 0.100
H -1.920 2.931 -0.527 0.072
H -3.723 1.473 1.581 0.146
H -3.532 -0.185 2.255 0.096
H -4.170 -0.141 0.633 0.055
H 2.120 -1.344 -0.981 0.101
H 2.331 -0.029 0.239 0.056
H 2.922 0.270 -1.276 0.084
H -3.216 1.060 -0.831 0.085
H -1.863 0.277 -1.698 0.112
H -1.462 1.153 1.259 0.163
H 4.162 -2.596 -0.878 0.148
H 5.674 -2.191 -0.129 0.137
H 4.054 1.203 1.115 -0.076
H -2.727 -2.207 1.116 0.210
H -1.124 -2.733 0.608 0.152
```



[7]
ORCA calculation (ωB97M-V/def2-TZVPD) on a gas-phase ion, C2H4NO3 (charge +1).

Relative energy (zero: lowest compared OMol25 entry of this formula, charge and spin) in kJ/mol: 164.3
Charge: +1
LUMO level in eV: -4.886
Kohn-Sham gap in eV: 10.79
Spin multiplicity: 1
SMILES: C#[N+]OCOO

XYZ file:
```
10
Properties=species:S:1:pos:R:3:lowdin_charge:R:1
C -2.205 -1.145 -0.080 0.361
C 0.609 0.762 -0.616 -0.034
N -1.436 -0.287 0.024 -0.006
O -0.848 0.764 0.070 0.092
O 1.453 -0.123 -0.069 -0.047
O 1.777 0.349 1.236 0.058
H -2.609 -2.114 -0.187 0.131
H 1.816 -0.459 1.762 0.130
H 1.003 1.697 -0.415 0.124
H 0.440 0.557 -1.725 0.191
```



[8]
ORCA calculation (ωB97M-V/def2-TZVPD) on 4 unconnected molecules or ions with the total composition C3H14O3S.

Relative energy (zero: lowest compared OMol25 entry of this formula, charge and spin) in kJ/mol: 221.8
Charge: 0
LUMO level in eV: 0.379
Kohn-Sham gap in eV: 9.30
Spin multiplicity: 1
SMILES: CCSC.O.O.O

XYZ file:
```
21
Properties=species:S:1:pos:R:3:lowdin_charge:R:1
C -2.508 -1.599 -1.194 -0.197
C -2.339 -0.119 -1.445 -0.574
S -0.649 0.431 -1.862 0.805
C 0.169 0.942 -0.325 -0.443
H -3.604 -2.032 -1.225 0.104
H -2.181 -1.992 -0.264 0.038
H -2.138 -2.309 -1.965 0.073
H -2.704 0.647 -0.677 0.092
H -3.113 0.112 -2.143 0.051
H 0.685 1.959 -0.474 0.072
H -0.373 1.233 0.573 0.015
H 0.922 0.262 -0.001 -0.008
H -0.515 0.333 2.102 0.058
H -0.272 -0.222 3.510 -0.030
O 0.156 0.015 2.776 -0.008
H 2.068 0.323 1.742 0.044
H 2.742 -0.806 2.396 -0.063
O 2.967 -0.041 2.043 -0.026
H 3.068 0.665 -1.789 0.079
H 3.988 0.838 -0.502 0.046
O 3.630 1.361 -1.276 -0.129
```



[9]
ORCA calculation (ωB97M-V/def2-TZVPD) on a gas-phase ion, C2H7IN3S (charge +1).

Relative energy (zero: lowest compared OMol25 entry of this formula, charge and spin) in kJ/mol: 471.8
Charge: +1
LUMO level (spin up / spin down) in eV: -5.338 / -5.336
Kohn-Sham gap (spin up / spin down) in eV: 6.42 / 6.41
Spin multiplicity: 1

XYZ file:
```
14
Properties=species:S:1:pos:R:3:lowdin_charge:R:1
C -2.171 -0.669 0.596 -0.436
C 1.178 -0.503 0.223 -0.269
N 0.241 0.322 0.279 -0.294
N -0.136 2.601 0.621 -0.516
N 1.789 -0.879 -1.129 0.200
S -1.296 -0.140 -0.688 0.654
I -1.886 2.528 -0.264 1.092
H -2.100 -0.296 1.626 0.036
H -0.383 2.062 1.462 -0.096
H -2.427 -1.739 0.607 0.023
H 1.776 -0.687 1.090 0.124
H 1.841 0.093 -1.567 0.194
H 0.964 -1.267 -1.668 0.148
H 2.610 -1.426 -1.189 0.140
```



[10]
ORCA calculation (ωB97M-V/def2-TZVPD) on 2 unconnected molecules or ions with the total composition C5H13NO.

Relative energy (zero: lowest compared OMol25 entry of this formula, charge and spin) in kJ/mol: 613.3
Charge: 0
LUMO level (spin up / spin down) in eV: 1.002 / 0.652
Kohn-Sham gap (spin up / spin down) in eV: 9.35 / 7.70
Spin multiplicity: 1

XYZ file:
```
20
Properties=species:S:1:pos:R:3:lowdin_charge:R:1
C -1.036 0.350 -1.658 -0.131
C -0.713 1.925 0.303 -0.176
C -0.244 -2.152 1.334 -0.143
C 2.353 -0.195 -0.066 -0.083
C -1.244 0.679 -0.228 -0.224
N 0.467 -0.977 1.024 -0.034
O 1.388 -1.233 0.022 -0.210
H -0.557 -0.709 -1.750 0.104
H -1.878 0.345 -2.286 0.038
H -0.551 1.152 -2.232 0.073
H 0.154 1.800 1.105 0.093
H -1.529 2.536 0.772 0.073
H -0.066 2.596 -0.392 0.091
H 0.301 -2.897 1.942 0.093
H -1.105 -1.968 1.900 0.056
H -0.567 -2.696 0.478 0.071
H 3.111 -0.502 -0.742 0.066
H 2.773 0.145 0.865 0.077
H 1.742 0.646 -0.623 0.109
H -1.793 0.071 0.411 0.058
```



[11]
ORCA calculation (ωB97M-V/def2-TZVPD) on a single C7H6O5 molecule.

Relative energy (zero: lowest compared OMol25 entry of this formula, charge and spin) in kJ/mol: 131.5
Charge: 0
LUMO level in eV: -1.344
Kohn-Sham gap in eV: 8.84
Spin multiplicity: 1
SMILES: O=C1C=C(O)C(=O)C(COO)=C1

XYZ file:
```
18
Properties=species:S:1:pos:R:3:lowdin_charge:R:1
O 1.441 -2.904 0.174 0.104
C 1.093 -1.740 0.188 -0.374
C 2.050 -0.652 0.476 0.075
C 1.779 0.606 0.110 -0.231
O 2.584 1.678 0.312 0.089
C 0.504 0.893 -0.626 -0.271
O 0.400 1.847 -1.362 0.150
C -0.604 -0.088 -0.449 -0.114
C -1.996 0.404 -0.746 -0.138
O -2.968 0.024 0.226 -0.138
O -2.461 0.207 1.542 -0.017
C -0.309 -1.338 -0.087 0.083
H 2.975 -0.912 0.979 0.134
H 3.498 1.444 0.109 0.126
H -2.366 -0.042 -1.674 0.146
H -1.991 1.490 -0.878 0.125
H -2.535 1.164 1.690 0.107
H -1.094 -2.082 0.016 0.144
```



[12]
ORCA calculation (ωB97M-V/def2-TZVPD) on a molecular structure, C5H5NO.

Relative energy (zero: lowest compared OMol25 entry of this formula, charge and spin) in kJ/mol: 624.0
Charge: 0
LUMO level in eV: -0.268
Kohn-Sham gap in eV: 8.37
Spin multiplicity: 1

XYZ file:
```
12
Properties=species:S:1:pos:R:3:lowdin_charge:R:1
O 1.558 1.545 -0.701 -0.063
C 1.284 0.672 0.355 -0.248
C -0.229 0.433 0.380 -0.257
C -0.702 -0.199 -0.967 -0.018
C -1.411 -1.294 -0.622 -0.099
C -0.808 -0.733 0.981 -0.094
N -1.597 -1.644 1.009 0.199
H 1.082 1.178 -1.468 0.070
H 1.807 -0.291 0.255 0.130
H 1.616 1.151 1.280 0.126
H -0.790 1.329 0.654 0.166
H -1.810 -2.147 -1.156 0.090
```